A structure of composition C30H15BiF15GeN3O5SSe2Te2, computed with wB97M-V/def2-TZVPD.

XYZ file:
```
75
Properties=species:S:1:pos:R:3:forces:R:3
O -2.311 -3.864 1.933 0.01 0.02 -0.02
H 0.879 2.107 1.576 -0.01 0.02 -0.03
C 3.679 -1.973 -4.460 0.00 0.00 -0.02
N -3.688 -1.655 1.401 -0.03 -0.08 0.03
H -5.794 0.906 1.527 0.00 0.00 -0.01
C -0.879 2.045 -1.574 0.05 -0.03 0.02
H 2.940 -0.573 3.437 0.02 -0.01 0.01
O -4.320 1.256 -0.477 -0.04 0.05 -0.07
H 1.829 0.305 4.511 0.01 -0.02 0.01
H 1.879 0.790 2.120 -0.01 0.02 -0.01
F -0.130 -0.303 -4.186 -0.06 0.01 -0.01
N 0.928 -1.236 3.430 0.10 -0.04 0.06
F -2.481 0.655 -5.048 0.01 0.01 0.00
C 2.937 -1.580 -3.354 0.05 0.05 0.00
H -6.556 -0.375 3.563 0.00 0.00 0.00
C -2.618 2.097 -3.194 0.06 0.02 0.08
C -3.732 0.222 -0.149 0.00 0.07 0.07
C -0.145 -0.525 2.989 0.01 0.17 0.03
H 1.644 -2.895 2.342 0.01 0.00 0.00
C -0.743 0.637 -3.440 0.02 0.00 -0.05
C 4.256 4.030 0.052 0.04 0.07 0.02
C 3.199 4.305 -0.793 0.02 0.04 0.01
H 1.592 2.186 3.201 0.00 0.00 0.00
H -2.116 1.123 3.188 0.01 0.01 0.01
C 2.562 -0.260 -3.149 0.02 -0.03 0.02
F 2.932 5.578 -1.121 0.01 -0.06 0.01
C -5.739 -0.738 2.950 0.02 -0.01 -0.01
H 2.353 -1.330 4.925 0.00 0.00 0.00
Ge 1.525 0.362 -1.550 -0.01 -0.05 0.07
N -0.048 0.857 2.970 0.01 -0.11 -0.04
F 4.055 1.201 -6.151 -0.02 -0.04 0.03
C -3.241 -3.595 2.775 0.04 0.02 -0.05
F 2.605 1.937 -4.018 -0.01 0.00 0.01
S 1.247 -1.017 0.020 0.03 0.04 -0.05
Se -3.549 -3.380 -1.516 -0.05 -0.03 0.02
C 3.691 0.287 -5.236 0.01 0.03 -0.02
C 2.952 0.641 -4.122 0.01 -0.01 -0.01
C 0.973 -2.665 3.174 -0.01 -0.03 0.02
C 3.764 1.701 -0.155 0.01 -0.03 0.02
C -1.955 1.118 -3.905 0.00 -0.07 -0.04
O -1.201 -1.083 2.686 -0.07 -0.01 -0.06
O -2.709 -0.300 -0.672 0.08 -0.09 0.00
C -1.290 1.530 2.610 -0.06 0.01 -0.01
H -5.344 -2.508 4.152 0.00 -0.01 0.00
F -3.764 2.598 -3.656 -0.02 -0.02 0.02
H -1.179 2.592 2.833 -0.01 0.00 0.00
C -2.075 2.568 -2.012 -0.10 0.11 0.08
Te -1.433 -6.494 -0.331 0.00 0.00 0.01
F -0.401 2.508 -0.397 0.02 -0.01 -0.16
Se 0.222 -4.622 -0.259 -0.04 0.00 -0.02
C -4.050 -2.342 2.473 -0.03 -0.01 0.02
C 2.439 3.263 -1.297 0.03 -0.05 0.04
H -0.021 -3.035 2.939 0.03 0.01 0.00
F 1.457 3.618 -2.133 -0.05 -0.02 0.00
C 4.057 -1.034 -5.401 0.03 -0.03 -0.03
H -1.522 1.411 1.546 0.01 0.00 0.06
O -3.520 -4.236 3.776 -0.04 -0.04 0.07
F 4.041 -3.250 -4.630 -0.01 0.02 0.01
F 4.131 0.453 0.165 -0.01 0.06 -0.02
F 5.007 5.026 0.545 -0.07 -0.08 -0.04
C -0.157 1.098 -2.280 -0.03 0.08 0.13
H 1.327 -3.179 4.072 0.00 -0.01 0.00
Bi -1.662 -2.482 0.252 0.06 0.10 -0.05
F -2.696 3.532 -1.327 0.09 -0.04 -0.08
C -4.284 -0.518 1.074 -0.01 0.00 -0.05
C 2.073 -0.671 4.099 -0.01 -0.04 0.03
Te -2.744 -5.566 -2.482 0.04 0.00 0.00
C 1.147 1.519 2.454 0.00 -0.01 -0.02
C -5.086 -1.916 3.286 -0.01 0.01 0.00
F 4.779 -1.402 -6.469 -0.04 0.02 0.05
C 4.546 2.718 0.369 0.05 -0.03 0.04
F 5.588 2.447 1.171 -0.05 0.00 -0.05
C -5.334 -0.023 1.833 -0.01 0.00 0.00
F 2.607 -2.535 -2.494 0.00 -0.03 -0.02
C 2.673 1.932 -0.980 -0.07 0.06 -0.07
```
Forces are in eV/Å.

Calculated values
**Spin multiplicity**: 1
**Largest force on an atom**: 0.0033 hartree/bohr
**Highest occupied orbital energy**: -0.0759 Eh
**ΔE to the lowest compared entry with this formula, charge and spin**: 0.60 kcal per mole
**Total charge**: -2

***

A cluster of 2 separate species, C2H5OS in total at a distorted geometry, computed with wB97M-V/def2-TZVPD.

XYZ file:
```
9
Properties=species:S:1:pos:R:3:forces:R:3
C 0.859 0.093 -0.794 -0.55 2.59 1.00
H 0.264 -1.722 0.070 1.26 0.60 0.15
O -0.209 0.813 -0.339 -1.17 -2.27 -1.33
C 1.119 -1.120 -0.328 0.40 -1.04 -0.52
H 2.167 -1.449 -0.366 -0.77 -0.51 -0.33
H -2.640 1.732 1.177 0.17 -0.27 0.16
S -2.144 0.706 1.913 -0.45 -0.07 -0.04
H 1.495 0.806 -1.397 -0.15 -1.26 0.83
H -0.912 0.140 0.065 1.26 2.23 0.08
```
Forces are in eV/Å.

Calculated values
**Spin multiplicity**: 1
**Largest force on an atom**: 0.0561 hartree/bohr
**Highest occupied orbital energy**: -0.0997 Eh
**ΔE to the lowest compared entry with this formula, charge and spin**: 24.95 kcal per mole
**Total charge**: -1

***

Which of these has the lowest largest force on an atom? C30H15BiF15GeN3O5SSe2Te2